No. 1
C3H11N3O2 | ωB97M-V with the def2-TZVPD basis set

- Largest force on an atom: 1.94 eV Å⁻¹
- Lowest unoccupied orbital energy: 0.76 eV
- ΔE to the lowest compared entry with this formula, charge and spin: 4.481 eV
- Frontier orbital gap: 8.952 eV
- HOMO level: -8.195 eV

ORCA input file:
```
! wB97M-V def2-TZVPD RIJCOSX def2/J DEFGRID3
* xyz 0 1
C 1.545 1.289 -0.042
N -1.493 1.309 -0.143
N -1.285 2.226 -0.891
O 0.495 0.432 0.324
H -1.533 -0.709 -0.318
H -1.240 2.133 -1.938
H -1.084 3.205 -0.570
H 1.357 1.741 -1.028
H 2.494 0.743 -0.081
H 1.593 2.068 0.720
C -0.946 -1.955 1.172
C 0.420 -0.772 -0.455
O 1.534 -1.558 -0.240
N -0.818 -1.426 -0.181
H 1.501 -1.893 0.668
H 0.446 -0.508 -1.526
H -0.732 -1.207 1.943
H -0.283 -2.814 1.293
H -1.970 -2.303 1.293
*
```

---

No. 2
H39O19 | ωB97M-V with the def2-TZVPD basis set

- Largest force on an atom: 15.53 eV Å⁻¹
- Lowest unoccupied orbital energy: -3.25 eV
- ΔE to the lowest compared entry with this formula, charge and spin: 7.909 eV
- Frontier orbital gap: 9.413 eV
- HOMO level: -12.668 eV

ORCA input file:
```
! wB97M-V def2-TZVPD RIJCOSX def2/J DEFGRID3
* xyz 1 1
O 1.816 -0.073 3.799
H 4.650 -0.795 -2.324
H 2.568 -0.057 3.144
O -0.371 -1.622 3.428
H -0.332 -1.217 4.420
H -1.026 -0.926 2.930
O 0.393 -4.076 -1.567
H 4.248 1.248 -0.345
H 3.640 -1.201 -3.530
O -3.111 3.178 -1.692
H -2.823 3.904 -2.263
H -0.967 1.180 -2.430
O -2.718 2.632 1.742
H -2.980 2.440 0.786
H -3.488 3.169 1.892
O 1.155 3.752 1.945
H 0.509 4.269 1.452
H 0.486 3.446 2.570
O 0.354 -2.290 -3.629
H -0.643 -4.438 0.600
H 1.369 -2.414 -3.708
O 3.794 -1.456 -2.486
H 0.167 -2.184 -4.605
O 0.163 -1.034 0.491
H -0.121 -0.214 0.120
H 0.827 -1.357 -0.117
O 1.904 -2.032 2.427
H 0.581 -1.556 2.994
H 2.036 1.605 -1.537
O -0.954 -5.147 0.415
H -0.247 -4.319 -2.203
H -1.703 -5.046 0.022
O -1.382 0.329 -2.146
H -2.171 0.240 -2.774
H 2.754 -1.712 2.903
O 4.594 1.082 -1.282
H 2.231 -1.505 1.631
H 2.311 0.194 4.477
O -1.745 0.282 2.465
H -2.021 -0.247 1.579
H -2.595 2.491 -1.544
O -5.027 0.121 0.290
H -4.286 -0.476 0.301
H 0.941 -3.372 -1.775
O -2.595 -1.007 0.177
H -1.707 3.428 -3.791
H -2.504 -1.811 -0.169
O -0.947 3.061 -3.011
H -2.417 -0.392 -0.599
H -0.324 3.783 -3.163
O 1.450 1.236 -0.723
H 1.280 2.082 -0.237
H -5.157 0.908 0.814
O 2.574 0.131 1.308
H 2.406 0.147 0.345
H 1.819 0.709 1.549
H 4.576 1.869 -1.646
H -1.236 1.061 2.279
*
```

---

No. 3
C5H6O | ωB97M-V with the def2-TZVPD basis set

- Largest force on an atom: 1.46 eV Å⁻¹
- Lowest unoccupied orbital energy: 1.20 eV
- ΔE to the lowest compared entry with this formula, charge and spin: 4.660 eV
- SMILES string: C=COC1C=C1
- Frontier orbital gap: 10.674 eV
- HOMO level: -9.476 eV

ORCA input file:
```
! wB97M-V def2-TZVPD RIJCOSX def2/J DEFGRID3
* xyz 0 1
C -1.695 0.623 -0.004
C -1.246 -0.597 0.288
O -0.367 -1.255 -0.568
C 0.876 -0.811 0.048
C 1.071 0.621 0.005
C 2.100 0.077 -0.558
H -2.203 1.251 0.721
H -1.578 0.996 -1.017
H -1.457 -1.100 1.237
H 1.113 -1.501 0.856
H 0.344 1.415 0.079
H 3.042 0.281 -1.088
*
```

---

No. 4
C5H8N3O4 | ωB97M-V with the def2-TZVPD basis set

- Largest force on an atom: 4.38 eV Å⁻¹
- Lowest unoccupied orbital energy: -4.33 eV
- ΔE to the lowest compared entry with this formula, charge and spin: 0.000 eV
- SMILES string: Cn1c([N+](=O)[O-])c[nH+]c1C(O)O
- Frontier orbital gap: 10.287 eV
- HOMO level: -14.620 eV

ORCA input file:
```
! wB97M-V def2-TZVPD RIJCOSX def2/J DEFGRID3
* xyz 1 1
C -0.305 1.845 0.406
N -0.443 0.395 0.276
C -1.630 -0.296 0.128
N -2.970 0.158 -0.195
O -3.699 -0.768 -0.397
O -3.236 1.321 -0.276
C -1.306 -1.628 0.148
N 0.016 -1.732 0.180
C 0.524 -0.498 0.353
C 2.041 -0.130 -0.024
O 2.526 -1.334 -0.559
O 1.991 1.006 -0.817
H -1.189 2.332 0.677
H 0.325 2.116 1.163
H 0.127 2.189 -0.483
H -1.992 -2.499 -0.193
H 0.473 -2.652 0.090
H 2.460 -0.017 1.037
H 3.530 -1.365 -0.558
H 2.757 1.557 -0.955
*
```

---

The following DFT total energy values (in eV) correspond, in order, to the records above: -11851.2567; -39523.1098; -7324.6246; -17964.0651.